{"formula": "C13H52O13", "method": "the ωB97M-V functional and the def2-TZVPD basis", "lumo_energy_ev": -0.294, "de_lowest_kj_mol": 564.34, "e_homo_ev": -8.483, "orbital_gap_ha": 0.3009, "total_energy_ev": -40932.1721, "multiplicity": 1, "symbols": ["H", "H", "H", "C", "O", "O", "H", "H", "H", "H", "H", "H", "C", "H", "C", "C", "H", "H", "H", "H", "H", "O", "H", "H", "C", "H", "H", "H", "H", "H", "H", "O", "H", "H", "O", "C", "H", "C", "H", "H", "O", "C", "H", "O", "H", "C", "H", "H", "H", "C", "H", "H", "H", "H", "H", "H", "O", "H", "C", "H", "O", "H", "O", "H", "O", "H", "C", "H", "H", "H", "O", "H", "C", "H", "O", "H", "H", "H"], "coordinates": [[-3.43867, -0.70387, -3.47952], [-0.36199, 2.39198, 2.76622], [-2.05338, -2.94329, -1.29680], [2.18298, -1.61138, 3.29016], [0.14334, 3.03742, 2.33912], [-1.96650, 1.96805, -1.31486], [-0.56078, -1.48207, -0.06267], [0.93792, 0.40420, -0.10638], [2.57733, -0.38084, -3.20587], [-0.27006, 1.25667, 0.52718], [-1.13573, 3.63872, 0.74776], [-0.33089, 1.38365, -2.38530], [-0.71300, 3.96521, 1.74609], [1.42717, -1.28053, -1.41914], [-4.05217, -1.22783, 0.59899], [-1.79715, 0.02368, 2.84411], [2.21027, -2.55740, 3.90856], [-3.16335, -1.75224, 0.46366], [3.42207, 1.47495, -0.97283], [2.17636, 1.47271, 1.78205], [-2.61302, -0.43269, 3.38935], [-0.14467, -3.16116, 0.23689], [2.94972, -0.77372, 1.47958], [1.56402, -3.50637, -0.87488], [2.96254, 1.47953, -1.91113], [-1.83649, 1.29132, 4.28224], [3.74922, 1.93109, 1.38164], [-4.84500, 0.54164, 0.39636], [-1.59123, 3.99565, 2.43258], [-3.46400, -3.73010, -0.78181], [1.01919, -2.39048, 2.03011], [2.03152, -1.17460, -3.48588], [0.49210, -2.22106, -2.60350], [-4.86392, -1.74041, 0.19580], [-2.97775, -3.80960, -2.87404], [3.20824, 1.13319, 1.71480], [3.94465, 3.99382, 0.79562], [0.81661, -3.98239, -0.23231], [3.06056, 5.30363, -0.10455], [-0.97459, -0.71993, 3.02225], [1.82990, -1.97749, 2.03301], [0.04980, 0.24129, 0.38720], [0.00007, 2.60781, -1.16786], [1.92363, 3.93308, 0.26597], [-2.02086, 0.06562, 1.76727], [1.13155, -1.36490, -2.44656], [3.44808, 1.21040, 2.78864], [-2.01656, -4.73851, -1.18650], [-1.95775, 1.29414, -0.68339], [-2.66644, -3.86317, -1.49992], [2.83955, 5.09137, 1.70369], [3.15961, -1.07791, 3.47257], [-2.15738, -2.60735, -3.51937], [0.29405, -0.13938, 1.34135], [-0.61390, -3.51520, 0.95386], [2.10631, 0.99221, -1.74958], [3.43819, -0.07742, 1.00742], [1.31032, -1.23433, 3.84690], [-2.43080, -0.60645, -3.12366], [-3.80591, -4.27822, -2.89172], [-4.10066, 0.07502, -0.05075], [-2.54498, -0.69065, -2.04423], [-1.56705, 1.22759, 3.35443], [-2.09486, 0.37100, -3.41723], [-0.79964, -0.63083, -0.33897], [2.73898, 2.53632, -2.03754], [-0.74902, 2.22237, -1.86483], [1.33809, 3.61349, 0.98100], [1.24905, -4.60985, 0.58568], [0.40845, -0.57023, -2.53225], [3.63387, 0.99284, -2.99936], [0.35792, -4.74416, -0.79704], [3.06601, 4.62732, 0.73773], [4.45992, 1.48122, -2.97921], [-1.72581, -1.70861, -3.67755], [-0.81901, 2.89039, -2.66881], [-4.16577, -1.09322, 1.67830], [-0.26842, 4.94927, 1.51169]], "forces_ev_per_a": [[-0.9679, 0.3899, -0.3483], [-1.3481, -1.7520, 0.9712], [-0.2339, -0.9150, -0.2954], [-0.4185, -1.9689, 4.6049], [2.8228, 1.7786, -1.3154], [-1.9645, 1.9810, -0.8277], [0.5737, -2.1723, 0.2626], [2.2976, -0.0719, -1.3108], [-0.5302, -1.5493, -1.1105], [-1.2040, 0.2996, 0.0378], [0.5184, -0.0702, 0.8360], [0.4379, -1.0807, 0.0802], [-2.5788, -0.0059, -0.7243], [1.1990, -0.3853, 0.5793], [-1.0554, 2.6481, 0.8122], [-0.5339, -4.0105, -0.7711], [0.9877, 0.4663, -0.3291], [1.7112, -0.3912, -0.7822], [1.5893, -0.5907, 1.3565], [-0.4806, -0.2544, -0.7544], [-0.7256, -0.3233, -0.2439], [-0.7761, 3.2785, 0.0062], [0.1767, 0.3393, -0.9170], [-0.2337, 0.2432, 0.6209], [0.6647, 3.5218, 0.2168], [0.1912, -0.0703, -0.4463], [1.5842, 1.7700, -1.8424], [0.9103, -0.3768, -0.6902], [0.3428, 0.8883, -0.6401], [-0.8630, -0.4142, -0.3237], [-2.7107, -1.2892, -0.2379], [1.9849, 0.7501, 0.6547], [0.2705, -0.6090, -0.1189], [-1.3446, -1.4945, -0.3872], [-0.8339, -1.1918, 1.1049], [-1.5795, -1.1121, 1.8879], [0.2515, -0.0245, -0.0014], [2.1760, -2.8626, 0.2077], [1.4742, 1.0626, 0.3911], [-0.1115, 0.6114, -0.3509], [2.9660, 1.3270, -2.2199], [-0.7155, 0.0114, 0.0589], [0.0459, 0.0935, 0.0720], [-1.1651, -1.3274, 0.4817], [0.0788, 0.0284, 0.4823], [-2.0515, 0.8807, -0.6331], [0.5005, -1.1563, 0.1269], [-0.8729, 0.6890, -0.6310], [0.1228, -1.8845, 1.2607], [2.9332, 1.2798, 1.3250], [0.3877, 0.2339, -0.1989], [-1.3391, -0.3359, -0.8364], [0.3273, 2.3527, -0.2624], [0.2435, -0.4809, 1.0875], [-0.9577, -1.0667, 1.2842], [-3.4634, -1.9500, 0.1525], [0.0747, 0.7362, 0.9343], [0.4148, 1.3940, -0.2995], [-1.2896, -1.8891, 0.2509], [-0.5679, -0.2316, -1.0011], [-0.0782, -0.1856, 1.0944], [0.4942, 0.3305, 0.1786], [0.7674, 3.6010, 1.7012], [0.7582, 0.0386, -0.1784], [-1.0024, 2.8227, 0.0568], [-0.4537, 0.3034, -0.2424], [1.7874, -0.4259, 0.1011], [0.8975, -0.0856, -0.2647], [0.4504, 0.8961, -0.3510], [-0.6461, 0.4197, 0.1729], [1.4766, -0.3439, -0.7278], [-0.5900, -1.0012, -1.4005], [-1.5520, 0.0170, -0.5104], [0.3154, -0.3818, -0.5986], [0.7530, -0.6574, -0.2295], [-0.6025, 1.5786, -0.8867], [-0.1874, -0.1697, -0.0024], [0.0696, -0.5030, 0.7910]], "mulliken_charge": [0.450, 0.454, -0.370, -0.756, -0.621, -0.642, -0.634, -0.614, 0.436, 0.602, 0.160, -0.045, -0.757, -0.121, -0.352, 0.091, 0.354, -0.141, 0.240, 0.545, 0.481, -0.323, 0.437, 0.308, 0.881, 0.240, 0.289, 0.289, 0.331, 0.350, 0.214, -0.699, 0.445, 0.377, -0.482, -1.105, 0.232, -0.870, 0.280, -0.027, -0.526, -0.818, -0.207, -0.295, -0.326, -0.730, 0.369, 0.170, 0.251, 0.030, 0.277, 0.346, 0.383, 0.249, 0.183, -1.127, -0.489, 0.194, -0.451, 0.324, -0.471, 0.024, -0.500, 0.200, 1.713, 0.286, -0.175, 0.322, 0.318, 0.428, -0.575, 0.268, -0.732, 0.351, -0.595, 0.720, 0.350, 0.332]}